# 1
{
  "formula": "C33H24INPPt",
  "method": "wB97M-V/def2-TZVPD",
  "species": ["Pt", "I", "P", "N", "C", "C", "C", "C", "C", "C", "C", "C", "C", "C", "C", "C", "C", "C", "C", "C", "C", "C", "C", "C", "C", "C", "C", "C", "C", "C", "C", "C", "C", "C", "C", "C", "C", "H", "H", "H", "H", "H", "H", "H", "H", "H", "H", "H", "H", "H", "H", "H", "H", "H", "H", "H", "H", "H", "H", "H", "H"],
  "coordinates": [[-1.433, 0.356, 0.075], [-2.128, -2.248, -0.303], [0.750, -0.343, -0.540], [-1.982, 0.568, 2.254], [1.344, -0.238, 2.116], [-2.956, 2.527, 1.352], [-2.490, 1.223, 4.859], [2.748, 3.626, -1.559], [0.995, 2.024, -1.887], [1.078, -1.506, -1.899], [2.280, -1.200, -2.533], [0.274, -4.653, -3.786], [0.330, -2.659, -2.298], [2.817, -1.997, -3.540], [0.909, -3.478, -3.327], [2.685, -2.673, 2.191], [-0.941, -5.041, -3.292], [1.920, -0.666, 3.297], [-2.596, 1.738, 2.519], [-3.664, 3.723, 1.394], [-3.024, 2.606, -1.087], [-1.651, -0.283, 3.220], [-1.546, -4.255, -2.313], [-4.043, 4.350, 0.215], [1.466, -1.020, 0.957], [2.141, -3.125, -3.921], [1.580, 1.204, -0.906], [2.126, -2.249, 0.997], [2.584, -1.889, 3.335], [-2.850, 2.091, 3.839], [3.324, 2.816, -0.582], [-0.922, -3.123, -1.834], [-3.723, 3.804, -1.025], [1.593, 3.224, -2.222], [-1.895, 0.007, 4.551], [-2.615, 2.015, 0.089], [2.740, 1.610, -0.239], [-2.513, -4.551, -1.925], [-4.017, 4.299, -1.940], [-4.623, 5.263, 0.254], [2.228, -2.851, 0.103], [-2.803, 2.167, -2.056], [2.544, -3.769, -4.692], [-3.315, 3.037, 4.070], [4.237, 3.124, -0.091], [-3.953, 4.158, 2.340], [3.027, -2.231, 4.261], [0.766, -5.244, -4.548], [0.088, 1.705, -2.391], [0.817, 0.709, 2.070], [-1.193, -1.217, 2.922], [-1.630, -0.709, 5.315], [3.199, 4.580, -1.796], [1.161, 3.851, -2.990], [2.836, -0.326, -2.230], [1.862, -0.049, 4.184], [3.220, -3.613, 2.224], [-2.681, 1.489, 5.890], [-1.434, -5.934, -3.650], [3.197, 0.979, 0.511], [3.756, -1.730, -4.002]],
  "forces_ev_per_a": [[-1.7, -0.6, 1.6], [1.0, 0.8, -0.2], [1.5, -0.6, -0.4], [0.1, 0.4, -1.9], [0.2, 0.0, -0.1], [0.1, 0.2, 0.1], [0.0, -0.1, 0.1], [0.0, 0.0, 0.0], [0.0, -0.1, 0.0], [-0.3, 0.6, 0.2], [-0.2, 0.1, 0.0], [-0.2, 0.0, 0.1], [0.1, -0.1, 0.0], [0.0, -0.3, -0.1], [-0.1, 0.0, 0.1], [0.1, 0.0, 0.0], [0.3, -0.1, -0.2], [0.0, 0.0, 0.0], [0.0, 0.3, 0.7], [0.0, -0.3, -0.1], [0.4, -0.4, -0.5], [0.1, -0.5, 0.2], [-0.2, 0.3, 0.3], [0.0, 0.1, -0.3], [-0.7, 0.4, 0.2], [0.2, 0.2, 0.1], [-0.9, 0.0, 0.1], [0.0, 0.0, -0.2], [0.0, 0.0, 0.0], [0.1, -0.1, -0.2], [0.0, 0.0, 0.0], [-0.3, -0.1, 0.1], [-0.1, 0.0, 0.3], [-0.1, 0.1, 0.0], [-0.1, 0.1, -0.2], [0.6, -0.2, 0.3], [0.1, 0.0, 0.1], [0.0, 0.0, -0.1], [-0.1, 0.0, 0.0], [0.1, 0.0, 0.0], [0.0, 0.0, 0.0], [0.1, 0.0, 0.0], [0.0, 0.0, 0.0], [-0.1, 0.0, 0.0], [0.0, 0.0, 0.0], [0.0, 0.0, 0.0], [0.0, 0.0, 0.0], [0.0, 0.0, 0.0], [0.0, 0.0, -0.1], [0.1, 0.1, 0.1], [0.1, 0.0, 0.0], [0.0, 0.0, 0.0], [0.0, 0.0, -0.1], [0.0, 0.0, 0.0], [0.0, 0.0, 0.0], [0.0, 0.0, 0.0], [0.0, 0.0, 0.0], [0.0, 0.0, 0.0], [0.0, 0.0, 0.0], [0.0, 0.0, 0.0], [0.0, 0.0, 0.0]],
  "lowdin_charge": [0.788, 1.263, 0.958, 0.001, -0.137, -0.174, 0.023, 0.001, -0.088, -0.280, -0.044, 0.033, -0.187, -0.005, -0.129, -0.021, -0.013, -0.041, -0.207, 0.031, -0.063, -0.112, -0.135, 0.010, -0.374, 0.045, -0.380, -0.041, -0.006, 0.053, -0.015, -0.517, -0.012, -0.029, 0.007, -0.186, -0.053, 0.102, 0.134, 0.138, 0.118, 0.123, 0.143, 0.132, 0.131, 0.131, 0.131, 0.141, 0.104, 0.101, 0.114, 0.134, 0.133, 0.127, 0.112, 0.127, 0.130, 0.141, 0.137, 0.119, 0.135],
  "max_force_ev_per_a": 2.44,
  "e_above_lowest_kcal_mol": 37.2,
  "e_lumo_ev": -12.1,
  "charge": 3,
  "orbital_gap_ev": 4.7139
}

---

# 2
{
  "formula": "C17H27N5O3S",
  "method": "wB97M-V/def2-TZVPD",
  "species": ["S", "O", "O", "O", "N", "N", "N", "N", "N", "C", "C", "C", "C", "C", "C", "C", "C", "C", "C", "C", "C", "C", "C", "C", "C", "C", "H", "H", "H", "H", "H", "H", "H", "H", "H", "H", "H", "H", "H", "H", "H", "H", "H", "H", "H", "H", "H", "H", "H", "H", "H", "H", "H"],
  "coordinates": [[1.216, 1.553, 1.471], [2.878, -1.083, -3.461], [-5.536, 1.456, 2.514], [-1.440, -0.939, -4.839], [0.686, -0.986, -4.065], [1.873, 0.283, -0.830], [-1.033, -0.070, -2.777], [-0.298, 0.795, -0.645], [-2.702, 1.481, 2.513], [-3.455, 1.339, 1.277], [3.243, -2.378, -0.017], [-0.658, -0.681, -3.954], [3.266, 0.139, -0.488], [5.315, -2.418, -1.510], [1.740, -0.766, -3.177], [-3.444, 0.865, 3.599], [-0.459, 2.137, 1.864], [3.479, -0.971, 0.547], [0.899, 0.832, -0.074], [-0.089, 0.189, -1.831], [4.531, -3.108, -0.400], [-1.338, 1.005, 2.384], [1.251, -0.149, -1.985], [-4.804, 1.557, 3.712], [-4.813, 2.019, 1.444], [-2.411, 0.308, -2.559], [3.802, -0.085, -1.410], [-3.613, 0.274, 1.031], [-0.971, 0.691, 3.365], [-1.267, 0.146, 1.699], [-2.984, -0.018, -3.424], [0.941, -1.424, -4.944], [2.721, -2.980, 0.730], [4.673, -2.217, -2.363], [3.612, 1.094, -0.078], [-0.341, 2.915, 2.615], [4.264, -4.115, -0.729], [5.163, -3.210, 0.487], [-4.657, 3.093, 1.624], [-2.903, 1.806, 0.462], [-5.428, 1.883, 0.553], [6.134, -3.054, -1.839], [-2.486, 1.390, -2.445], [-2.786, -0.170, -1.654], [-0.864, 2.561, 0.948], [-2.892, 0.999, 4.531], [2.806, -0.782, 1.386], [-3.601, -0.214, 3.427], [-4.645, 2.616, 3.963], [2.599, -2.318, -0.895], [-5.414, 1.086, 4.484], [5.740, -1.479, -1.163], [4.498, -0.892, 0.926]],
  "forces_ev_per_a": [[0.2, 0.2, 0.4], [0.2, -0.1, -0.1], [-0.1, -0.1, 0.0], [-0.2, -0.1, -0.3], [0.2, -0.2, -0.4], [-0.6, 0.2, 0.0], [-0.1, 0.0, -0.1], [-0.4, 0.0, -0.1], [0.0, -0.1, 0.1], [-0.3, 0.2, 0.1], [0.2, -0.1, 0.2], [-0.1, 0.0, 0.1], [0.6, -0.1, 0.4], [-0.1, -0.2, 0.1], [-0.2, 0.1, 0.2], [-0.3, 0.2, 0.0], [0.2, -0.3, -0.2], [-0.2, 0.0, -0.2], [0.0, 0.0, -0.2], [1.4, -0.2, 0.2], [-0.1, 0.1, -0.1], [0.0, 0.1, -0.1], [-0.9, 0.1, -0.2], [0.2, -0.2, 0.3], [0.2, 0.0, -0.3], [-0.3, 0.0, 0.0], [0.0, 0.1, 0.1], [0.0, 0.0, 0.0], [0.0, 0.0, 0.0], [0.0, 0.0, 0.1], [0.0, 0.0, 0.1], [-0.1, 0.1, 0.2], [-0.1, 0.0, -0.1], [0.0, 0.1, -0.1], [0.0, 0.0, -0.2], [0.0, 0.0, 0.0], [0.0, 0.0, 0.1], [0.0, -0.1, 0.0], [0.0, -0.1, -0.1], [0.0, 0.0, -0.1], [0.1, 0.1, 0.0], [0.1, 0.0, 0.0], [0.0, 0.0, 0.0], [0.0, 0.0, 0.0], [-0.1, 0.1, 0.1], [0.0, 0.0, 0.0], [0.1, 0.0, 0.0], [0.0, 0.0, 0.0], [0.0, -0.1, 0.0], [-0.1, 0.0, 0.0], [0.1, 0.1, 0.0], [0.1, 0.2, 0.0], [0.1, 0.0, 0.1]],
  "lowdin_charge": [1.008, 0.066, -0.131, 0.079, 0.211, -0.011, 0.009, 0.156, -0.178, -0.173, -0.202, -0.473, -0.139, -0.105, -0.402, -0.170, -0.437, -0.173, -0.586, -0.212, -0.259, -0.268, -0.071, -0.200, -0.195, -0.003, 0.116, 0.130, 0.117, 0.109, 0.091, 0.169, 0.108, 0.053, 0.120, 0.080, 0.104, 0.105, 0.128, 0.110, 0.125, 0.070, 0.096, 0.088, 0.065, 0.124, 0.082, 0.132, 0.126, 0.101, 0.125, 0.068, 0.116],
  "max_force_ev_per_a": 1.38,
  "e_above_lowest_kcal_mol": 1.9,
  "e_lumo_ev": 0.5,
  "charge": 0,
  "orbital_gap_ev": 8.6436,
  "smiles": "CCCCCn1c(SCCN2CCOCC2)nc2c1c(=O)[nH]c(=O)n2C"
}

---

# 3
{
  "formula": "C22H36N3ORuS4Si2",
  "method": "wB97M-V/def2-TZVPD",
  "species": ["Ru", "S", "S", "S", "S", "Si", "Si", "O", "N", "N", "N", "C", "C", "C", "C", "C", "C", "C", "C", "C", "C", "C", "C", "C", "C", "C", "C", "C", "C", "C", "C", "C", "C", "H", "H", "H", "H", "H", "H", "H", "H", "H", "H", "H", "H", "H", "H", "H", "H", "H", "H", "H", "H", "H", "H", "H", "H", "H", "H", "H", "H", "H", "H", "H", "H", "H", "H", "H", "H"],
  "coordinates": [[0.936, -0.325, -0.312], [4.614, -0.166, -0.451], [1.717, -1.965, -1.786], [2.976, 0.837, -0.031], [3.660, -2.192, -1.955], [1.013, 2.080, -2.671], [-1.446, -2.829, 0.231], [-0.033, 1.372, 0.963], [-0.853, 2.788, 2.472], [-0.896, -1.365, -0.556], [0.133, 0.757, -2.005], [1.105, 3.452, -1.330], [2.314, -2.318, 3.905], [2.541, -2.140, 1.526], [1.545, 2.344, 2.517], [-1.512, -0.961, -1.693], [0.186, 2.116, 1.913], [-0.707, 3.688, 3.589], [-2.174, 2.519, 1.937], [-1.369, -4.338, -0.972], [-3.276, -1.190, -3.375], [-1.637, 0.527, -3.630], [2.972, -2.653, 2.737], [-3.210, -2.482, 0.950], [0.765, -1.011, 2.616], [2.729, 1.585, -3.373], [1.198, -1.503, 3.837], [-0.561, -3.588, 1.738], [-2.663, -1.587, -2.211], [-0.975, 0.150, -2.444], [-2.757, -0.117, -4.094], [0.317, 3.085, -4.158], [1.443, -1.286, 1.428], [-3.991, -2.470, 0.199], [-4.151, -1.719, -3.733], [-3.226, -1.514, 1.443], [3.842, -3.296, 2.768], [-0.687, 3.462, -3.985], [0.313, 2.503, -5.074], [1.497, 2.525, 3.586], [-3.475, -3.233, 1.688], [-1.569, -5.253, -0.423], [2.635, 0.982, -4.274], [3.324, 1.013, -2.671], [-3.075, -2.425, -1.683], [0.107, 3.796, -1.068], [-2.906, 3.148, 2.438], [3.092, -2.437, 0.641], [-0.361, -4.405, -1.374], [-0.423, 3.155, 4.504], [2.156, 1.462, 2.320], [-2.048, -4.302, -1.817], [-0.152, -0.427, 2.593], [-2.192, 2.707, 0.861], [-0.681, -2.997, 2.636], [0.501, -3.720, 1.577], [-1.657, 4.187, 3.771], [-1.219, 1.339, -4.192], [1.584, 3.099, -0.424], [3.302, 2.475, -3.627], [-0.991, -4.566, 1.933], [2.661, -2.696, 4.856], [0.960, 3.943, -4.328], [-3.223, 0.208, -5.015], [0.051, 4.448, 3.388], [0.662, -1.249, 4.748], [1.667, 4.311, -1.686], [-2.437, 1.468, 2.082], [2.016, 3.197, 2.029]],
  "forces_ev_per_a": [[1.5, -0.1, -0.4], [0.2, -0.2, -0.1], [-0.6, 0.7, 0.8], [-0.8, -0.3, -0.1], [0.3, 0.1, -0.1], [1.0, 1.3, -0.4], [-0.5, -1.2, 0.7], [-0.1, -0.4, -0.4], [0.0, -0.1, -0.3], [0.3, 0.6, -0.4], [-0.5, -0.6, 0.1], [0.1, -0.6, -0.3], [0.0, -0.1, 0.3], [0.2, -0.2, 0.0], [0.0, -0.4, -0.2], [0.1, -0.2, 0.5], [0.0, 0.3, 0.5], [0.2, 0.1, 0.3], [-0.1, -0.2, -0.3], [-0.2, 0.7, 0.3], [-0.1, -0.4, 0.5], [-0.5, -0.1, -0.5], [0.1, 0.0, -0.1], [0.6, -0.2, -0.5], [0.0, 0.1, 0.2], [-0.6, 0.0, 0.5], [-0.1, 0.1, 0.2], [-0.1, 0.5, -0.5], [-0.6, -0.1, -0.5], [0.4, 0.3, 0.1], [0.4, 0.5, -0.2], [-0.1, -0.5, 0.4], [-0.1, 0.1, -0.2], [-0.2, 0.0, -0.1], [0.0, 0.0, 0.0], [0.1, 0.2, 0.1], [0.1, -0.1, 0.0], [-0.2, 0.1, 0.0], [0.0, -0.1, -0.2], [0.0, 0.0, 0.1], [0.0, -0.2, 0.2], [0.0, -0.1, 0.2], [-0.2, -0.1, -0.1], [0.1, -0.1, 0.1], [-0.1, -0.1, 0.1], [-0.3, 0.0, 0.0], [0.0, 0.0, 0.0], [0.0, 0.1, 0.0], [0.2, 0.1, 0.0], [-0.1, 0.1, 0.0], [-0.1, 0.1, 0.1], [-0.1, 0.0, -0.2], [0.1, 0.1, 0.0], [-0.1, 0.0, 0.1], [0.0, 0.1, 0.1], [0.2, 0.0, 0.0], [0.1, 0.0, 0.0], [0.0, 0.1, -0.1], [0.1, -0.1, 0.1], [0.0, 0.2, 0.0], [-0.3, -0.2, -0.2], [0.0, 0.0, 0.1], [0.2, 0.1, 0.1], [0.0, 0.0, 0.0], [-0.1, 0.0, 0.1], [0.0, 0.0, 0.0], [0.1, 0.1, -0.2], [0.0, 0.0, 0.0], [0.0, 0.1, 0.0]],
  "lowdin_charge": [0.686, -0.006, 0.087, 0.091, -0.047, 0.448, 0.497, -0.070, -0.142, -0.158, -0.143, -0.183, -0.128, -0.201, -0.015, -0.323, -0.497, -0.062, -0.032, -0.165, -0.107, -0.046, -0.108, -0.166, -0.192, -0.185, -0.132, -0.171, -0.076, -0.317, -0.112, -0.208, -0.368, 0.005, 0.094, 0.014, 0.095, 0.019, 0.018, 0.072, 0.015, 0.016, 0.028, -0.065, 0.052, 0.022, 0.079, 0.004, 0.012, 0.090, 0.030, 0.009, 0.089, 0.094, 0.014, 0.023, 0.080, 0.056, -0.047, 0.025, 0.027, 0.084, 0.020, 0.092, 0.091, 0.092, 0.021, 0.090, 0.091],
  "max_force_ev_per_a": 1.65,
  "e_above_lowest_kcal_mol": 22.0,
  "multiplicity": 5,
  "e_lumo_ev": [2.4, 1.7],
  "charge": -1,
  "orbital_gap_ev": [5.9809, 5.6352]
}